(1)
Molecular formula: C2H3CoLiO2
Method: DFT, ωB97M-V/def2-TZVPD

Properties
* total charge: +2
* LUMO energy (alpha / beta): -10.51 / -11.36 eV
* <S²>: 8.76
* gap between HOMO and LUMO (alpha / beta): 7.963 / 9.655 eV
* HOMO level (alpha / beta): -18.4755 / -21.0131 eV
* 2S+1: 6

Cartesian coordinates (Å):
H: 0.406 1.559 -1.762
O: -0.444 -1.864 0.862
C: -1.072 -0.850 0.387
C: -0.321 0.279 -0.078
O: 0.966 0.323 0.223
Li: 2.071 1.477 -0.852
Co: 1.372 -1.306 1.094
H: -2.164 -0.872 0.289
H: -0.814 1.255 -0.164

(2)
Molecular formula: C2H3F
Method: DFT, ωB97M-V/def2-TZVPD

Properties
* LUMO energy: 1.21 eV
* gap between HOMO and LUMO: 11.269 eV
* HOMO level: -10.0558 eV
* SMILES: C=CF

Cartesian coordinates (Å):
C: 0.046 -0.457 -0.565
C: -0.062 0.406 0.447
F: 0.100 1.739 0.328
H: 0.037 -1.552 -0.198
H: 0.098 -0.361 -1.570
H: -0.219 0.225 1.559

(3)
Molecular formula: C2H3F2N
Method: DFT, ωB97M-V/def2-TZVPD

Properties
* LUMO energy: 1.00 eV
* gap between HOMO and LUMO: 11.345 eV
* HOMO level: -10.3489 eV
* SMILES: F[C@@H]1C=N1.F

Cartesian coordinates (Å):
F: 0.825 -0.066 -0.818
C: -0.420 -0.650 -0.621
C: -1.500 0.071 -0.008
N: -0.942 -0.708 0.800
H: -0.578 -1.373 -1.391
H: -2.363 0.608 -0.091
F: 2.313 0.752 1.359
H: 2.665 1.366 0.770

(4)
Molecular formula: C2H3F2N6O4
Method: DFT, ωB97M-V/def2-TZVPD

Properties
* total charge: +1
* LUMO energy (alpha / beta): -6.34 / -6.34 eV
* gap between HOMO and LUMO (alpha / beta): 6.918 / 6.923 eV
* HOMO level (alpha / beta): -13.2617 / -13.2619 eV

Cartesian coordinates (Å):
C: -0.577 0.646 0.716
C: 2.582 -0.619 0.889
N: 0.430 0.278 1.372
N: -0.504 -0.380 -1.517
N: -1.187 0.235 -0.612
N: 1.351 -0.563 1.156
N: 3.345 0.314 0.251
N: -3.634 0.115 0.294
O: 0.711 -0.562 -1.557
O: -3.145 -0.444 1.174
O: -2.346 0.628 -0.814
O: -4.568 0.509 -0.165
F: 4.239 -0.212 -0.602
F: 2.647 1.191 -0.581
H: -1.400 1.198 1.205
H: 3.098 -1.559 1.143
H: -1.042 -0.774 -2.351

(5)
Molecular formula: C2H3F2NO
Method: DFT, ωB97M-V/def2-TZVPD

Properties
* LUMO energy (alpha / beta): 0.25 / -0.35 eV
* gap between HOMO and LUMO (alpha / beta): 10.425 / 8.189 eV
* HOMO level (alpha / beta): -10.1719 / -8.5362 eV

Cartesian coordinates (Å):
C: -1.169 -0.648 -0.046
C: -0.503 0.566 -0.068
N: 1.845 -0.036 -0.283
O: -1.329 0.285 -1.093
F: 2.473 1.248 -0.244
F: 2.146 -0.511 0.922
H: -0.880 -1.630 -0.279
H: -2.147 -0.745 0.552
H: -0.435 1.469 0.539

(6)
Molecular formula: C2H3F2NO
Method: DFT, ωB97M-V/def2-TZVPD

Properties
* LUMO energy: 0.97 eV
* gap between HOMO and LUMO: 12.027 eV
* HOMO level: -11.0592 eV
* SMILES: FN(F)[C@@H]1CO1

Cartesian coordinates (Å):
F: 2.288 -0.535 -0.366
N: 1.290 0.068 0.389
F: 1.601 1.425 0.031
C: 0.002 -0.218 -0.296
C: -1.293 0.091 0.301
O: -0.786 -1.185 0.270
H: 0.300 -0.383 -1.399
H: -1.208 0.593 1.360
H: -2.194 0.143 -0.290

(7)
Molecular formula: C2H3F2NO
Method: DFT, ωB97M-V/def2-TZVPD

Properties
* LUMO energy (alpha / beta): -0.90 / 0.53 eV
* gap between HOMO and LUMO (alpha / beta): 6.775 / 11.004 eV
* HOMO level (alpha / beta): -7.6796 / -10.4768 eV

Cartesian coordinates (Å):
C: -1.424 0.265 0.356
C: -0.542 -0.486 -0.503
N: 1.887 0.069 0.447
O: -1.344 -1.190 0.278
F: 2.589 -0.751 -0.449
F: 2.041 1.334 -0.156
H: -1.149 0.828 1.182
H: -2.317 0.580 0.030
H: 0.260 -0.648 -1.185

(8)
Molecular formula: C2H3F2OP
Method: DFT, ωB97M-V/def2-TZVPD

Properties
* LUMO energy: 0.57 eV
* gap between HOMO and LUMO: 9.908 eV
* HOMO level: -9.3357 eV
* SMILES: O=CC(F)(F)P

Cartesian coordinates (Å):
O: -1.985 0.303 0.029
C: -1.035 0.951 0.192
C: 0.650 0.277 0.115
F: 1.267 0.831 1.095
F: 1.220 0.720 -1.052
P: 0.764 -1.625 0.016
H: -0.839 1.989 0.198
H: -0.469 -2.023 0.670
H: 0.427 -1.422 -1.262

(9)
Molecular formula: C2H3F3N2
Method: DFT, ωB97M-V/def2-TZVPD

Properties
* LUMO energy: 0.67 eV
* gap between HOMO and LUMO: 11.272 eV
* HOMO level: -10.6028 eV
* SMILES: N/C=N\C(F)(F)F

Cartesian coordinates (Å):
N: 1.071 -0.699 0.877
C: 0.956 -0.233 -0.366
N: 0.072 0.375 -1.017
C: -1.162 0.650 -0.530
F: -1.476 1.952 -0.420
F: -2.227 0.101 -1.134
F: -1.377 0.067 0.668
H: 1.867 -1.151 1.225
H: 0.350 -0.714 1.543
H: 1.924 -0.349 -0.844

(10)
Molecular formula: C2H3F3N2
Method: DFT, ωB97M-V/def2-TZVPD

Properties
* LUMO energy: 0.86 eV
* gap between HOMO and LUMO: 10.864 eV
* HOMO level: -9.9999 eV
* SMILES: N/N=C/C(F)(F)F

Cartesian coordinates (Å):
N: -1.429 -2.324 0.701
N: -0.550 -1.240 0.733
C: -0.377 -0.547 -0.327
C: 0.424 0.713 -0.235
F: 0.924 0.914 0.997
F: -0.402 1.761 -0.549
F: 1.372 0.705 -1.174
H: -1.190 -2.994 1.410
H: -1.500 -2.774 -0.225
H: -0.780 -0.697 -1.321

(11)
Molecular formula: C2H3F3O
Method: DFT, ωB97M-V/def2-TZVPD

Properties
* LUMO energy (alpha / beta): -0.12 / -1.62 eV
* gap between HOMO and LUMO (alpha / beta): 9.846 / 6.446 eV
* HOMO level (alpha / beta): -9.9673 / -8.0632 eV

Cartesian coordinates (Å):
C: -1.485 0.311 -0.292
C: 1.473 0.057 0.110
O: -1.710 -0.966 -0.049
F: 2.124 0.679 -1.006
F: 2.036 -1.172 0.128
F: 2.034 0.685 1.157
H: -1.336 1.083 0.513
H: -1.571 0.630 -1.381
H: -1.566 -1.307 0.820

(12)
Molecular formula: C2H3F3O
Method: DFT, ωB97M-V/def2-TZVPD

Properties
* LUMO energy (alpha / beta): 0.82 / -2.51 eV
* <S²>: 2.01
* gap between HOMO and LUMO (alpha / beta): 9.143 / 9.350 eV
* HOMO level (alpha / beta): -8.3201 / -11.8654 eV
* 2S+1: 3

Cartesian coordinates (Å):
C: -0.128 0.614 0.016
C: -0.393 -1.094 -0.070
O: 1.164 0.776 0.507
F: 0.495 -1.674 -0.955
F: -0.117 -1.507 1.186
F: 1.603 2.107 0.108
H: -0.164 1.001 -1.073
H: -0.957 1.116 0.695
H: -1.501 -1.340 -0.414

What did we get for relative energy (zero: lowest compared OMol25 entry of this formula, charge and spin)? Answer: 0.0; 9.5; 33.1; 0.0; 197.9; 138.7; 207.7; 103.3; 0.2; 21.3; 103.7; 8.8 kcal per mole, in the order shown.